1.
Formula: C5H10O
Source: the Open Molecules 2025 dataset
Level of theory: ωB97M-V/def2-TZVPD

The geometry in XYZ format:
```
16
Properties=species:S:1:pos:R:3
O 1.44487 0.70546 -1.41796
C 0.76426 -0.28541 -0.67002
C -0.77630 -0.17500 -0.96505
C -1.41604 0.09903 0.42200
C -0.27186 0.57122 1.37985
C 0.95133 -0.21254 0.79175
H 1.21218 0.52390 -2.33938
H 1.73045 -1.14960 -0.63773
H -1.00077 0.65562 -1.65788
H -1.15969 -1.09058 -1.41284
H -1.87449 -0.81991 0.80754
H -2.22252 0.84502 0.35341
H -0.15917 1.65374 1.30578
H -0.52191 0.32382 2.42138
H 2.25033 -0.47879 0.32654
H 1.04932 -1.16598 1.29263
```

Results
2S+1 = 1
E_LUMO = 1.0 eV
E_tot = -271.58540 hartree
HOMO level = -9.6 eV

---

2.
Formula: C5H10O
Source: the Open Molecules 2025 dataset
Level of theory: ωB97M-V/def2-TZVPD

The geometry in XYZ format:
```
16
Properties=species:S:1:pos:R:3
C 1.22375 1.40585 0.25992
C 0.72914 0.18025 -0.44466
O 1.88173 -1.11647 0.23695
C -0.41334 -0.53264 0.01064
C -1.62920 -0.02241 0.69470
C -1.73343 -0.75178 -0.63515
H 1.10350 1.29463 1.34010
H 0.60467 2.25411 -0.06305
H 2.26777 1.62900 0.02935
H 1.01331 0.09467 -1.49581
H 2.20986 -1.67835 -0.48647
H 0.75553 -1.37300 0.41901
H -1.98468 -0.53051 1.58974
H -1.84619 1.04689 0.68682
H -2.01678 -0.14906 -1.49927
H -2.16564 -1.75116 -0.64283
```

Results
2S+1 = 1
E_LUMO = 1.0 eV
E_tot = -271.59402 hartree
HOMO level = -8.0 eV

---

3.
Formula: C5H10O
Source: the Open Molecules 2025 dataset
Level of theory: ωB97M-V/def2-TZVPD

The geometry in XYZ format:
```
16
Properties=species:S:1:pos:R:3
C 1.34538 -0.90136 0.00239
C -0.18771 -0.88200 -0.01603
C -0.84850 0.16512 0.92136
C -0.33822 1.59292 0.72609
C -0.88474 -0.70299 -1.34842
O 0.00508 -0.35568 -2.26144
H 1.77967 0.03137 -0.37178
H 1.72350 -1.70831 -0.63539
H 1.72816 -1.07213 1.01605
H -0.55777 -1.85870 0.33363
H -0.71495 -0.13894 1.96847
H -0.44819 1.91520 -0.31709
H -0.90992 2.28847 1.35063
H 0.71868 1.69297 0.99783
H -1.92619 0.14951 0.72057
H -0.48426 -0.21546 -3.08686
```

Results
2S+1 = 1
E_LUMO = 0.8 eV
E_tot = -271.65950 hartree
HOMO level = -8.4 eV

---

4.
Formula: C5H10O
Source: the Open Molecules 2025 dataset
Level of theory: ωB97M-V/def2-TZVPD

The geometry in XYZ format:
```
16
Properties=species:S:1:pos:R:3
C 1.64056 1.58785 0.20452
C 0.66013 1.13366 0.83084
C 2.75552 2.19666 -0.58799
C -1.59691 0.04684 0.63103
C -0.55036 0.70418 1.55524
H 2.98616 3.16572 -0.11435
H 2.44898 2.37930 -1.63168
H 3.67054 1.58076 -0.59272
H -1.09876 -0.74386 0.04516
H -2.07460 0.75425 -0.06753
H -2.38095 -0.41708 1.25286
H -0.24637 0.05871 2.40164
H -1.02117 1.61290 1.97714
O -1.55932 -4.43008 -1.71181
H -1.16319 -5.23781 -2.11043
H -2.47026 -4.39200 -2.08192
```

Results
2S+1 = 1
E_LUMO = 0.9 eV
SMILES string = CC#CCC.O
E_tot = -271.67807 hartree
HOMO level = -9.1 eV

---

5.
Formula: C5H10O
Source: the Open Molecules 2025 dataset
Level of theory: ωB97M-V/def2-TZVPD

The geometry in XYZ format:
```
16
Properties=species:S:1:pos:R:3
C 2.44584 -0.21550 -0.12138
C 1.19659 0.61199 -0.45592
C 0.01728 0.16713 0.39091
O 0.10825 0.16833 1.60157
C -1.22338 -0.35397 -0.31904
C -2.48660 -0.07504 0.48400
H 3.09063 -0.27078 -0.99916
H 2.99857 0.23266 0.70512
H 2.20199 -1.24280 0.18252
H 0.96172 0.56137 -1.52378
H 1.37118 1.67541 -0.23564
H -1.07709 -1.43871 -0.43908
H -1.28281 0.06464 -1.32996
H -2.61979 1.00581 0.59812
H -3.36992 -0.48532 -0.01424
H -2.39756 -0.51842 1.47799
```

Results
2S+1 = 1
E_LUMO = 1.0 eV
SMILES string = CCC(=O)CC
E_tot = -271.74593 hartree
HOMO level = -9.5 eV

---

6.
Formula: C5H10O
Source: the Open Molecules 2025 dataset
Level of theory: ωB97M-V/def2-TZVPD

The geometry in XYZ format:
```
16
Properties=species:S:1:pos:R:3
C 2.35900 -0.13537 0.33676
C 1.28024 0.18243 -0.86562
C 0.00425 0.30868 -0.06443
O 0.15513 0.51619 1.12232
C -1.42903 0.15351 -0.54704
C -2.27033 -0.36971 0.62277
H 3.36113 -0.08475 -0.06861
H 2.34626 0.58125 1.19450
H 2.18368 -1.09985 0.83866
H 1.09152 -0.38635 -1.82694
H 1.61447 1.15221 -1.25037
H -1.53079 -0.47220 -1.44089
H -1.76570 1.16110 -0.82898
H -2.07943 0.24164 1.50825
H -3.33759 -0.35145 0.39335
H -1.98282 -1.39734 0.87627
```

Results
2S+1 = 1
E_LUMO = 1.0 eV
SMILES string = CCC(=O)CC
E_tot = -271.71551 hartree
HOMO level = -9.5 eV